1.
{"formula": "C27H19CrI2N6OPSe2", "method": "ωB97M-V/def2-TZVPD", "de_lowest_kj_mol": 174.80, "multiplicity": 4, "total_energy_ev": -223897.2253, "charge": 1, "elements": ["Cr", "N", "C", "N", "C", "N", "C", "C", "N", "C", "C", "N", "H", "H", "H", "H", "H", "I", "C", "C", "C", "I", "C", "C", "C", "C", "N", "C", "C", "O", "H", "H", "H", "H", "Se", "P", "Se", "C", "C", "C", "C", "C", "C", "C", "C", "C", "C", "C", "C", "H", "H", "H", "H", "H", "H", "H", "H", "H", "H"], "coordinates": [[1.087, -0.331, -0.915], [1.191, 0.293, 3.233], [1.146, -0.631, 2.263], [1.147, -0.015, 1.093], [1.189, 1.321, 1.415], [1.213, 1.518, 2.713], [1.166, 2.233, 0.312], [1.334, 3.613, 0.386], [1.328, 4.367, -0.693], [1.096, 3.758, -1.850], [0.911, 2.390, -1.950], [0.995, 1.588, -0.877], [1.173, 0.177, 4.236], [1.128, -1.691, 2.420], [1.489, 4.096, 1.338], [1.050, 4.392, -2.722], [0.708, 1.910, -2.900], [1.820, -5.343, -1.571], [3.227, -3.800, -1.397], [4.594, -4.061, -1.408], [5.515, -3.040, -1.349], [7.573, -3.498, -1.417], [5.094, -1.693, -1.262], [5.929, -0.562, -1.259], [5.366, 0.688, -1.166], [3.984, 0.827, -1.040], [3.158, -0.208, -1.055], [3.700, -1.444, -1.190], [2.744, -2.496, -1.274], [1.499, -2.159, -1.216], [4.930, -5.084, -1.479], [7.000, -0.670, -1.343], [5.986, 1.568, -1.175], [3.548, 1.810, -0.912], [-2.190, 2.743, -0.951], [-2.564, 0.692, -0.492], [-1.181, -0.791, -1.488], [-2.443, 0.415, 1.319], [-2.831, 1.440, 2.172], [-2.775, 1.251, 3.542], [-2.373, 0.031, 4.061], [-2.005, -0.998, 3.207], [-2.024, -0.803, 1.836], [-4.236, 0.126, -0.954], [-4.705, -1.070, -0.420], [-5.958, -1.529, -0.780], [-6.738, -0.802, -1.667], [-6.264, 0.386, -2.200], [-5.012, 0.858, -1.844], [-3.184, 2.379, 1.768], [-3.060, 2.054, 4.202], [-2.363, -0.124, 5.129], [-1.726, -1.963, 3.603], [-1.730, -1.595, 1.158], [-4.097, -1.636, 0.272], [-6.328, -2.460, -0.377], [-7.721, -1.161, -1.937], [-6.870, 0.941, -2.901], [-4.640, 1.791, -2.248]]}

2.
{"formula": "C2H4O2S", "method": "ωB97M-V/def2-TZVPD", "smiles": "O=C(O)CS", "de_lowest_kj_mol": 20.17, "total_energy_ev": -17069.0616, "elements": ["C", "C", "H", "H", "H", "H", "O", "O", "S"], "coordinates": [[-0.364, -0.205, 0.632], [0.947, -0.117, -0.148], [-1.623, -0.944, -1.318], [-0.426, -1.184, 1.094], [-0.431, 0.567, 1.386], [0.641, 1.730, -0.353], [1.437, 1.156, -0.354], [1.580, -1.084, -0.503], [-1.761, 0.081, -0.436]]}

3.
{"formula": "C4H12", "method": "ωB97M-V/def2-TZVPD", "smiles": "CC.CC", "de_lowest_kj_mol": 101.73, "total_energy_ev": -4341.4739, "elements": ["C", "C", "H", "H", "H", "H", "H", "H", "C", "C", "H", "H", "H", "H", "H", "H"], "coordinates": [[-1.363, 1.375, 0.929], [-1.618, -0.015, 1.393], [-1.341, 2.055, 1.959], [-0.425, 1.559, 0.288], [-2.119, 1.811, 0.251], [-0.756, -0.356, 1.908], [-1.830, -0.597, 0.496], [-2.621, -0.141, 1.843], [1.343, -0.019, -1.283], [1.670, -1.402, -0.921], [0.639, 0.049, -2.087], [0.902, 0.611, -0.452], [2.249, 0.464, -1.681], [2.081, -1.689, 0.094], [2.409, -1.744, -1.661], [0.780, -1.961, -1.078]]}